(1)
Below is a single C2H4N2S3 molecule at a distorted geometry, with properties calculated with ωB97M-V/def2-TZVPD.

Computed properties:
Relative energy (zero: lowest compared OMol25 entry of this formula, charge and spin) (kJ/mol): 350.5
SMILES: S=C1CN(S)NS1
DFT total energy (a.u.): -1382.53859
Orbital gap (eV): 7.85
Net charge: 0
LUMO energy (hartree): -0.017

Element x y z (Å)
C 1.47022 -0.48736 0.08476
C 0.31558 -0.57996 0.96858
N -0.60212 -0.32908 -1.33369
N -1.00679 0.07676 -0.04144
S 3.00109 -0.40307 0.65153
S 1.09554 -0.07068 -1.62043
S -1.29477 1.74791 0.03474
H 0.03851 -1.52079 1.13495
H 0.47216 0.02823 1.74615
H -1.00269 -0.00555 -2.18837
H -2.48673 1.54360 0.56324

=====

(2)
Below is a single C2H4N2S3 molecule at a distorted geometry, with properties calculated with ωB97M-V/def2-TZVPD.

Computed properties:
Relative energy (zero: lowest compared OMol25 entry of this formula, charge and spin) (kJ/mol): 264.2
SMILES: S[C@H]1C=NN(S)S1
DFT total energy (a.u.): -1382.57146
Orbital gap (eV): 8.61
Net charge: 0
LUMO energy (hartree): -0.001

Element x y z (Å)
C 0.67115 0.98921 0.50260
C 1.18800 0.12662 -0.60641
N -0.40904 0.65620 1.06095
N -1.05335 -0.40571 0.63640
S 0.15668 -1.31693 -0.49744
S 1.02152 0.83187 -2.33190
S -1.74031 -1.30495 1.98807
H 0.99866 1.95708 0.79229
H 2.16853 -0.37383 -0.61979
H -0.14598 0.39630 -2.40400
H -2.85585 -1.55586 1.47922

=====

(3)
Below is a molecular structure, C2H4N2S3 at a distorted geometry, with properties calculated with ωB97M-V/def2-TZVPD.

Computed properties:
Relative energy (zero: lowest compared OMol25 entry of this formula, charge and spin) (kJ/mol): 386.0
DFT total energy (a.u.): -1382.52507
Orbital gap (alpha / beta) (eV): 6.88 / 6.83
Net charge: 0
LUMO energy (alpha / beta) (hartree): -0.035 / -0.038

Element x y z (Å)
C 0.55039 -1.24705 -1.16480
C 1.73234 -0.70948 -1.01050
N 2.81218 -0.18061 -0.96683
N -0.57730 0.89937 -0.40274
S -1.02567 -0.36748 -1.20434
S -3.04281 -1.32122 -0.04322
S -1.58423 2.20752 -0.17939
H 0.43462 -2.27860 -1.45501
H 3.38648 -0.08263 -0.14468
H -3.26919 -0.13722 0.51210
H -0.68922 2.86595 0.56671

=====

(4)
Below is a gas-phase ion, C2H4N3 (charge +1) at a distorted geometry, with properties calculated with ωB97M-V/def2-TZVPD.

Computed properties:
Relative energy (zero: lowest compared OMol25 entry of this formula, charge and spin) (kJ/mol): 455.7
SMILES: C#[N+]/N=N\C
DFT total energy (a.u.): -242.42586
Orbital gap (eV): 8.93
Net charge: +1
LUMO energy (hartree): -0.220

Element x y z (Å)
C -0.73023 -0.77158 1.31665
C 0.76819 1.22950 -2.22616
N 0.51528 -0.33092 0.87272
N 0.51514 0.72033 -1.20574
N 1.00082 0.22769 -0.03950
H -1.57392 -0.45777 0.69454
H -0.84733 -0.43986 2.35229
H -0.67663 -1.86613 1.38248
H 1.02868 1.68874 -3.14728

=====

(5)
Below is a gas-phase ion, C2H4N3O (charge +1) at a distorted geometry, with properties calculated with ωB97M-V/def2-TZVPD.

Computed properties:
Relative energy (zero: lowest compared OMol25 entry of this formula, charge and spin) (kJ/mol): 356.1
SMILES: C/[N+]([O-])=C/[N+]#N
DFT total energy (a.u.): -317.70611
Orbital gap (alpha / beta) (eV): 8.98 / 8.98
Net charge: +1
LUMO energy (alpha / beta) (hartree): -0.251 / -0.251

Element x y z (Å)
C -1.15165 -0.26150 1.48002
C -0.00333 0.22539 -0.54746
N -2.13797 -0.33784 2.32687
N -2.88926 -0.46105 3.13307
N -1.22293 0.24540 0.22589
O -2.22823 0.68448 -0.27730
H -0.20737 -0.64601 1.85516
H 0.88374 0.23517 0.08059
H 0.01584 -0.67052 -1.17879
H -0.00513 1.08110 -1.22692

=====

(6)
Below is a molecular structure, C2H4N3O at a distorted geometry, with properties calculated with ωB97M-V/def2-TZVPD.

Computed properties:
Relative energy (zero: lowest compared OMol25 entry of this formula, charge and spin) (kJ/mol): 483.6
DFT total energy (a.u.): -317.65756
Orbital gap (eV): 10.06
Net charge: +1
LUMO energy (hartree): -0.241

Element x y z (Å)
C -1.79063 -0.64945 0.44404
C 1.55196 0.37357 -0.14216
N -0.47165 -0.59513 0.85200
N -1.91528 -0.02344 -0.63937
N 0.24105 0.01865 0.06302
O -0.94983 0.38712 -1.19367
H -2.41336 -1.11405 1.14141
H 2.00010 1.26438 0.48683
H 2.28765 -0.42566 0.11919
H 1.45999 0.76401 -1.13128

=====

(7)
Below is a gas-phase ion, C2H4N3O (charge +1) at a distorted geometry, with properties calculated with ωB97M-V/def2-TZVPD.

Computed properties:
Relative energy (zero: lowest compared OMol25 entry of this formula, charge and spin) (kJ/mol): 611.2
SMILES: C/N=N\C=[N+]=O
DFT total energy (a.u.): -317.60895
Orbital gap (alpha / beta) (eV): 8.15 / 8.64
Net charge: +1
LUMO energy (alpha / beta) (hartree): -0.250 / -0.234

Element x y z (Å)
C -0.41427 1.45661 0.85316
C 0.13808 -1.37891 -0.92956
N -1.17463 0.03909 0.62968
N 0.71383 1.60959 0.98654
N -0.84532 -0.79574 -0.06645
O 1.85569 1.54681 1.03035
H -1.26414 2.23179 0.98674
H 0.66404 -0.66392 -1.47742
H 0.89632 -2.00059 -0.39355
H -0.56959 -2.04473 -1.61951

=====

(8)
Below is a gas-phase ion, C2H4N3O (charge +1) at a distorted geometry, with properties calculated with ωB97M-V/def2-TZVPD.

Computed properties:
Spin multiplicity: 3
Relative energy (zero: lowest compared OMol25 entry of this formula, charge and spin) (kJ/mol): 261.0
DFT total energy (a.u.): -317.54967
Orbital gap (alpha / beta) (eV): 9.11 / 7.87
Net charge: +1
LUMO energy (alpha / beta) (hartree): -0.168 / -0.379

Element x y z (Å)
C -1.34592 -1.27347 0.41801
C 1.22307 0.91885 -0.59291
N -0.24093 -1.05773 -0.41146
N -1.58002 -0.30345 1.20062
N 0.15034 0.09765 -0.17839
O -0.76643 0.64873 0.90039
H -1.85709 -2.22298 0.62293
H 1.92521 0.69549 0.14787
H 1.64638 0.62898 -1.58816
H 0.84540 1.86794 -0.51889

=====

(9)
Below is a single C2H4N4 molecule at a distorted geometry, with properties calculated with ωB97M-V/def2-TZVPD.

Computed properties:
Relative energy (zero: lowest compared OMol25 entry of this formula, charge and spin) (kJ/mol): 228.7
SMILES: Nc1ncn[nH]1
DFT total energy (a.u.): -297.55719
Orbital gap (eV): 9.10
Net charge: 0
LUMO energy (hartree): 0.021

Element x y z (Å)
C -0.39889 -0.20189 0.06268
C 1.69311 -0.56610 -0.13147
H -2.15357 -1.00865 -0.44317
H -2.01051 0.38853 0.59974
H 2.53500 -1.22350 0.09425
H -0.39112 1.93510 0.17064
N -1.67563 -0.01169 -0.22550
N 0.51054 -1.22475 0.03392
N 1.62225 0.88970 -0.15872
N 0.26883 1.02325 -0.00236

=====

(10)
Below is a molecular structure, C2H4N4 at a distorted geometry, with properties calculated with ωB97M-V/def2-TZVPD.

Computed properties:
Relative energy (zero: lowest compared OMol25 entry of this formula, charge and spin) (kJ/mol): 522.7
DFT total energy (a.u.): -297.44523
Orbital gap (eV): 10.03
Net charge: 0
LUMO energy (hartree): 0.034

Element x y z (Å)
C 1.70649 0.84564 -0.13116
C -0.52146 -0.04696 0.06049
N 2.25207 -0.27552 -0.36156
N 0.71733 0.43638 0.74335
N 1.30042 -0.88127 0.51765
N 0.12218 -1.31529 -0.17706
H 2.10776 1.74243 -0.50983
H -1.28436 -0.12931 0.80499
H -0.65197 0.36408 -0.93701
H -0.34892 -2.08958 0.29481

=====

(11)
Below is a molecular structure, C2H4N4 at a distorted geometry, with properties calculated with ωB97M-V/def2-TZVPD.

Computed properties:
Relative energy (zero: lowest compared OMol25 entry of this formula, charge and spin) (kJ/mol): 317.7
DFT total energy (a.u.): -297.52330
Orbital gap (alpha / beta) (eV): 9.02 / 9.02
Net charge: 0
LUMO energy (alpha / beta) (hartree): 0.021 / 0.021

Element x y z (Å)
N -1.50608 0.40001 -0.75693
C -0.26248 0.29182 -0.18493
N 0.81070 0.33220 -0.88360
N 1.75327 -0.44791 -0.37135
N 1.11864 -0.75373 1.34118
C -0.00613 -0.17909 1.21249
H -2.27043 0.10981 -0.16999
H -1.54105 0.02135 -1.69670
H 2.62981 0.10593 -0.49075
H -0.72625 0.11962 2.00058

=====

(12)
Below is a single C2H4N4 molecule at a distorted geometry, with properties calculated with ωB97M-V/def2-TZVPD.

Computed properties:
Relative energy (zero: lowest compared OMol25 entry of this formula, charge and spin) (kJ/mol): 464.1
SMILES: C1[C@@H]2N=NNN12
DFT total energy (a.u.): -297.46755
Orbital gap (eV): 10.16
Net charge: 0
LUMO energy (hartree): 0.042

Element x y z (Å)
C -1.08097 -0.09814 0.45176
C -0.20647 -0.86659 -0.44782
N 1.07683 -1.04574 0.16728
N 1.64472 0.03348 0.21115
N 0.96978 1.12961 0.02944
N -0.43301 0.64978 -0.56235
H -2.09265 -0.38596 0.24897
H -0.65221 -0.03605 1.47079
H -0.67940 -1.44203 -1.22412
H 1.45338 2.06164 -0.34510

=====

(13)
Below is a single C2H4N4 molecule at a distorted geometry, with properties calculated with ωB97M-V/def2-TZVPD.

Computed properties:
Relative energy (zero: lowest compared OMol25 entry of this formula, charge and spin) (kJ/mol): 222.8
SMILES: [H]/N=c1\nc[nH][nH]1
DFT total energy (a.u.): -297.55943
Orbital gap (eV): 9.39
Net charge: 0
LUMO energy (hartree): 0.030

Element x y z (Å)
N 2.02033 0.10165 -0.28047
C 0.79248 0.29394 0.06529
N 0.18427 -0.93535 0.21833
N -1.16479 -0.69173 -0.10232
C -1.28403 0.67110 0.03970
N -0.16162 1.31792 0.12658
H 2.71397 0.80017 -0.11286
H 1.02523 -1.38616 -0.28476
H -1.85990 -1.31719 0.28994
H -2.26594 1.14566 0.04057

=====

(14)
Below is a single C2H4N4 molecule, with properties calculated with ωB97M-V/def2-TZVPD.

Computed properties:
Relative energy (zero: lowest compared OMol25 entry of this formula, charge and spin) (kJ/mol): 10.5
SMILES: Nc1ncn[nH]1
DFT total energy (a.u.): -297.64029
Orbital gap (eV): 10.39
Net charge: 0
LUMO energy (hartree): 0.032

Element x y z (Å)
N -1.79094 -0.10914 -0.17549
C -0.39338 -0.10762 -0.12185
N 0.44524 -1.12072 -0.04810
C 1.64786 -0.49343 0.07758
N 1.60454 0.82344 0.08407
N 0.28164 1.05207 -0.06059
H -2.16173 -0.00878 0.76491
H -2.12286 -0.99038 -0.54850
H 2.58320 -1.02829 0.19047
H -0.09357 1.98285 -0.16248

=====

(15)
Below is a molecular structure, C2H4N4 at a distorted geometry, with properties calculated with ωB97M-V/def2-TZVPD.

Computed properties:
Relative energy (zero: lowest compared OMol25 entry of this formula, charge and spin) (kJ/mol): 393.8
DFT total energy (a.u.): -297.49431
Orbital gap (eV): 9.79
Net charge: 0
LUMO energy (hartree): 0.027

Element x y z (Å)
N -0.05775 0.18602 1.95265
C -0.11057 -0.07806 0.57729
C 0.08299 -1.03672 -0.32449
N 0.34273 -0.01891 -1.87056
N 0.00667 1.14124 -1.43142
N -0.28312 1.24925 -0.22706
H -0.09076 -0.52488 2.67541
H -0.52537 1.04368 2.23106
H 0.00776 -2.03780 -0.69677
H 0.62742 0.07618 -2.88613

=====

(16)
Below is a single C2H4N4 molecule at a distorted geometry, with properties calculated with ωB97M-V/def2-TZVPD.

Computed properties:
Relative energy (zero: lowest compared OMol25 entry of this formula, charge and spin) (kJ/mol): 397.0
SMILES: [H]/N=N/C(N)=C=N
DFT total energy (a.u.): -297.49312
Orbital gap (eV): 8.58
Net charge: 0
LUMO energy (hartree): 0.015

Element x y z (Å)
N 1.81759 -0.31500 0.17733
C 0.43188 -0.09832 0.05717
N -0.51162 -1.13108 -0.12170
N -1.72089 -0.81030 -0.14024
N -1.14816 1.81906 -0.06713
C -0.19527 1.05910 0.01905
H 2.33478 -0.02399 -0.64398
H 2.00440 -1.29139 0.36340
H -2.25380 -1.65066 -0.36799
H -0.82035 2.39717 0.71863

=====

(17)
Below is a single C2H4N4 molecule at a distorted geometry, with properties calculated with ωB97M-V/def2-TZVPD.

Computed properties:
Relative energy (zero: lowest compared OMol25 entry of this formula, charge and spin) (kJ/mol): 378.3
SMILES: Nc1cnn[nH]1
DFT total energy (a.u.): -297.50020
Orbital gap (eV): 10.16
Net charge: 0
LUMO energy (hartree): 0.021

Element x y z (Å)
N -1.42477 0.42930 0.05328
C -0.08404 -0.00840 -0.03598
C 0.75952 0.89952 0.47025
N 2.04824 0.33096 0.37794
N 1.93164 -0.85730 -0.14599
N 0.62938 -1.09334 -0.41220
H -2.02844 -0.08532 0.66423
H -1.86117 0.77715 -0.77939
H -0.31040 1.56149 0.65804
H 0.34003 -1.95408 -0.85019

=====

(18)
Below is a molecular structure, C2H4N4 at a distorted geometry, with properties calculated with ωB97M-V/def2-TZVPD.

Computed properties:
Relative energy (zero: lowest compared OMol25 entry of this formula, charge and spin) (kJ/mol): 339.9
DFT total energy (a.u.): -297.51485
Orbital gap (eV): 11.87
Net charge: 0
LUMO energy (hartree): 0.039

Element x y z (Å)
C -1.65469 -0.04659 0.00294
N -0.20831 0.10037 0.12519
N 0.70221 0.70625 0.83906
C 1.81738 0.26023 0.25329
N 1.59330 -0.57786 -0.76943
N 0.31768 -0.65560 -0.82286
H -2.07532 -0.43202 0.95407
H -1.18073 -0.83115 -0.98399
H -2.12417 0.94742 -0.14775
H 2.81264 0.52895 0.54949

=====

(19)
Below is a single C2H4N4O molecule, with properties calculated with ωB97M-V/def2-TZVPD.

Computed properties:
Relative energy (zero: lowest compared OMol25 entry of this formula, charge and spin) (kJ/mol): 532.5
DFT total energy (a.u.): -372.69753
Orbital gap (eV): 9.19
Net charge: 0
LUMO energy (hartree): 0.026

Element x y z (Å)
N 2.43474 0.01252 0.45504
C 1.27650 0.30311 -0.16934
N 0.25632 -0.35568 -0.84755
N -0.94317 -0.57852 -0.09137
C -1.80043 0.43481 -0.01661
O -2.96920 -0.02958 0.45675
N 0.60778 1.20727 -0.70887
H 2.77196 -0.91533 0.24192
H 3.13428 0.73142 0.31970
H -1.22881 -1.55736 -0.08846
H -3.53998 0.74735 0.44878

=====

(20)
Below is a single C2H4N4O molecule at a distorted geometry, with properties calculated with ωB97M-V/def2-TZVPD.

Computed properties:
Relative energy (zero: lowest compared OMol25 entry of this formula, charge and spin) (kJ/mol): 298.3
SMILES: Cn1[nH]nnc1=O
DFT total energy (a.u.): -372.78670
Orbital gap (eV): 9.82
Net charge: 0
LUMO energy (hartree): 0.003

Element x y z (Å)
C -1.39607 -0.27594 0.12034
C 0.59487 1.24644 -0.00256
H -1.32489 -0.44714 1.21182
H -2.14783 0.57742 -0.26022
H -1.79139 -1.33635 -0.31578
H 0.87637 -1.75522 -0.65455
N -0.03423 0.04569 -0.22774
N 0.93816 -0.95111 0.05524
N 2.18315 -0.33388 0.02472
N 2.03172 0.92031 0.08968
O 0.07014 2.30977 -0.04095